[1]
{
  "formula": "C8H11NS",
  "method": "ωB97M-V with the def2-TZVPD basis set",
  "relative_energy_ev": 6.352,
  "fmax_ev_per_a": 5.12,
  "e_tot_ev": -20792.6501,
  "homo_ev": [-7.056, -7.057],
  "homo_lumo_gap_ha": [0.2635, 0.2635],
  "species": ["C", "C", "C", "C", "C", "C", "C", "C", "N", "S", "H", "H", "H", "H", "H", "H", "H", "H", "H", "H", "H"],
  "positions_angstrom": [[0.3357, 0.7248, -2.3617], [0.5347, -0.2580, -0.2261], [1.0892, 0.3752, -1.2552], [-1.6550, -0.4507, -1.0546], [-0.2670, 0.1737, 2.2351], [1.1776, 0.5127, 2.2512], [0.6646, -0.4941, 1.2086], [-2.6659, -1.4288, -0.7761], [2.4801, 0.7638, -1.3193], [-1.2497, 0.1190, -2.5615], [0.7472, 1.5158, -2.9468], [-0.7934, -0.1444, 3.1424], [-0.8190, 0.8912, 1.6453], [1.2491, 1.5259, 1.9307], [1.6888, 0.3850, 3.2026], [1.0795, -1.5855, 1.3945], [-2.5204, -1.7089, 0.2061], [-3.6586, -0.9195, -0.8466], [-2.8603, -2.3734, -1.3369], [2.6043, 1.3986, -2.1312], [2.8385, 0.9776, -0.4008]],
  "forces_ev_per_angstrom": [[-1.5951, -0.4813, -0.8921], [-3.7881, -0.7465, 0.4122], [1.6257, 0.5260, 0.4141], [4.9125, 1.2983, -0.6103], [-0.4120, 0.2140, -0.8453], [-0.7153, 1.2720, 0.0652], [1.5641, -3.1077, 1.4717], [-2.5729, -0.4747, -1.2844], [-1.5983, -0.3783, -0.6208], [1.0199, 0.5615, 0.7054], [-0.3844, 0.2439, -0.9102], [0.3921, -0.8145, -0.7225], [-0.4815, 0.1523, 0.3307], [0.7651, 0.6133, -0.5293], [0.3635, -0.9266, -0.5639], [-1.2080, 2.1521, -0.0132], [-0.0580, -0.7235, 2.3267], [0.4893, -0.1722, 0.3131], [0.9024, 0.6513, -0.1975], [0.4122, -0.4119, 1.5119], [0.3668, 0.5524, -0.3615]],
  "lowdin_charge": [-0.43, 0.04, -0.47, -0.43, -0.13, -0.15, -0.28, -0.22, 0.09, 0.99, 0.05, 0.11, 0.09, 0.09, 0.10, 0.16, 0.04, 0.09, 0.09, 0.09, 0.08]
}



[2]
{
  "formula": "C8H11O",
  "method": "ωB97M-V with the def2-TZVPD basis set",
  "charge": 1,
  "relative_energy_ev": 3.514,
  "fmax_ev_per_a": 4.55,
  "e_tot_ev": -10508.0547,
  "homo_ev": -12.930,
  "homo_lumo_gap_ha": 0.3367,
  "species": ["C", "C", "C", "C", "C", "C", "C", "C", "O", "H", "H", "H", "H", "H", "H", "H", "H", "H", "H", "H"],
  "positions_angstrom": [[1.6977, -0.9476, -2.4616], [0.3916, -0.4630, -2.8127], [2.1163, -1.0924, -1.1951], [-0.5235, 0.0550, -2.0557], [1.3918, -0.8107, 0.0344], [0.2063, -0.2237, 0.0602], [-1.7472, -0.2775, 1.5278], [0.0494, 1.3415, 1.8077], [-0.3441, 0.0776, 1.3484], [2.3523, -1.3331, -3.2958], [-0.0640, -0.7221, -3.7707], [3.1383, -1.6118, -0.9464], [-1.5900, 0.4211, -2.2396], [1.8408, -1.1236, 0.9056], [-1.9628, 0.0170, 2.5873], [-2.3287, 0.2588, 0.7411], [-1.9798, -1.3874, 1.5023], [1.1676, 1.1568, 1.7692], [-0.2501, 2.0946, 1.1184], [-0.0932, 1.3769, 2.9300]],
  "forces_ev_per_angstrom": [[1.0888, -0.8660, -0.7094], [-0.1073, -0.8351, -0.4713], [2.1350, -1.4165, 0.9452], [-1.6161, 0.7172, 4.0769], [-1.0839, 0.6441, -2.0776], [-0.8209, 0.2451, -4.3221], [-1.7409, -0.4657, 0.8575], [3.7344, -0.1037, 2.5978], [-1.2690, -2.5292, -0.8754], [-0.8386, 0.6268, 1.0687], [0.5896, 0.4382, -0.4361], [-1.9791, 1.1907, -0.9831], [1.8720, -0.6625, 0.6961], [1.0170, -0.5654, 2.0433], [-0.0535, 0.1226, -1.1853], [0.3349, -0.3238, 0.8677], [1.0968, 1.2791, -0.4352], [-1.0882, 1.1906, -0.1436], [-0.5183, 0.8599, 0.0110], [-0.7525, 0.4537, -1.5250]],
  "lowdin_charge": [-0.08, -0.17, -0.07, 0.17, -0.06, -0.02, 0.06, 0.02, -0.29, 0.14, 0.13, 0.16, 0.11, 0.10, 0.13, 0.13, 0.14, 0.14, 0.12, 0.15]
}